[1]
A 9-piece molecular cluster, C27H78N12O9 overall at a distorted geometry. Source: the Open Molecules 2025 dataset; level of theory: ωB97M-V/def2-TZVPD.

Geometry as ORCA input:
```
! wB97M-V def2-TZVPD RIJCOSX def2/J DEFGRID3
* xyz 0 1
C 0.408 -1.764 1.201
C -0.412 -0.572 1.232
C -1.287 -0.327 0.049
O -0.423 -0.270 -1.133
C -1.138 -0.229 -2.345
N -1.186 -0.459 2.479
H 1.166 -1.825 2.008
H 0.920 -1.862 0.300
H -0.218 -2.732 1.273
H 0.308 0.265 1.254
H -1.869 0.602 0.023
H -2.035 -1.176 -0.145
H -1.884 0.606 -2.300
H -1.731 -1.187 -2.479
H -0.387 -0.102 -3.065
H -0.636 -0.425 3.316
H -1.887 -1.262 2.549
C -4.795 -0.322 6.193
C -3.460 -0.790 5.463
C -2.275 -0.254 6.321
O -1.100 -0.504 5.632
C -0.059 -1.181 6.303
N -3.441 -2.211 5.161
H -4.946 0.716 6.528
H -4.945 -0.916 7.059
H -5.532 -0.487 5.431
H -3.278 -0.413 4.497
H -2.263 -0.808 7.290
H -2.447 0.837 6.569
H -0.410 -2.095 6.801
H 0.467 -0.697 7.164
H 0.577 -1.434 5.466
H -2.500 -2.331 4.796
H -3.481 -2.695 6.029
C 2.170 -1.989 -3.936
C 2.126 -2.604 -5.355
C 0.993 -1.832 -6.169
O -0.250 -1.864 -5.505
C -1.355 -1.186 -6.073
N 3.318 -2.471 -6.134
H 2.495 -0.888 -3.995
H 2.843 -2.597 -3.324
H 1.120 -1.968 -3.454
H 1.856 -3.699 -5.376
H 1.008 -2.314 -7.140
H 1.413 -0.799 -6.249
H -2.214 -1.298 -5.438
H -1.670 -1.562 -7.045
H -1.095 -0.133 -6.142
H 4.006 -3.226 -5.971
H 3.799 -1.680 -5.788
C -2.416 -4.010 -3.522
C -1.660 -5.124 -2.706
C -0.923 -4.393 -1.517
O -0.231 -5.233 -0.578
C 0.947 -5.806 -1.042
N -2.565 -6.182 -2.267
H -3.082 -3.337 -2.904
H -2.982 -4.382 -4.327
H -1.577 -3.330 -3.793
H -0.894 -5.603 -3.277
H -1.753 -3.912 -0.968
H -0.244 -3.616 -1.878
H 0.771 -6.559 -1.786
H 1.466 -6.175 -0.118
H 1.489 -4.977 -1.488
H -2.175 -6.993 -1.856
H -3.227 -5.853 -1.589
C -0.342 3.619 -2.290
C 1.064 3.011 -2.124
C 2.004 4.205 -2.194
O 1.696 5.206 -3.136
C 2.408 5.079 -4.368
N 1.317 2.300 -0.877
H -1.037 2.783 -2.161
H -0.456 4.061 -3.268
H -0.592 4.475 -1.587
H 1.340 2.287 -2.885
H 2.982 3.804 -2.443
H 2.119 4.774 -1.228
H 2.272 6.044 -4.866
H 2.063 4.311 -5.063
H 3.449 4.864 -4.190
H 1.027 2.889 -0.145
H 0.636 1.488 -0.830
C 3.092 6.872 2.743
C 1.851 6.082 2.197
C 2.207 4.623 2.013
O 2.488 4.155 3.315
C 3.081 2.882 3.278
N 0.669 6.381 2.987
H 2.957 7.956 2.467
H 4.012 6.600 2.251
H 3.281 6.714 3.814
H 1.679 6.471 1.155
H 3.055 4.555 1.254
H 1.334 4.029 1.562
H 3.416 2.580 4.334
H 3.879 2.749 2.534
H 2.335 2.166 2.955
H -0.164 5.862 2.718
H 0.711 6.140 3.975
C 4.235 -0.250 -1.867
O 5.077 -1.035 -2.281
N 4.211 1.088 -2.078
N 3.146 -0.642 -1.097
H 5.172 1.409 -2.391
H 3.728 1.679 -1.412
H 2.889 -1.632 -1.142
H 2.336 -0.002 -1.249
C -1.302 3.038 2.231
O -1.127 4.052 1.598
N -0.375 2.528 3.131
N -2.495 2.292 2.152
H 0.346 3.224 3.287
H -0.443 1.960 3.946
H -3.191 2.629 1.542
H -2.249 1.361 2.194
C -3.509 -3.512 1.172
O -3.782 -3.545 0.003
N -3.904 -2.477 2.038
N -2.667 -4.414 1.722
H -4.778 -1.978 1.712
H -4.127 -2.870 2.918
H -2.335 -4.132 2.634
H -2.019 -4.888 1.131
*
```

Calculated values
Orbital gap (eV): 9.0
Relative energy (zero: lowest compared OMol25 entry of this formula, charge and spin) (kcal per mole): 36.2
Energy (Eh): -2409.692091
SMILES: COC[C@H](C)N.COC[C@H](C)N.COC[C@H](C)N.COC[C@H](C)N.COC[C@H](C)N.COC[C@H](C)N.NC(N)=O.NC(N)=O.NC(N)=O
LUMO energy (eV): 0.210

---

[2]
C21H32Br2CaN3O3P as an isolated structure at a distorted geometry. Source: the Open Molecules 2025 dataset; level of theory: ωB97M-V/def2-TZVPD.

Geometry as ORCA input:
```
! wB97M-V def2-TZVPD RIJCOSX def2/J DEFGRID3
* xyz 2 1
C 2.301 -1.810 2.556
C 0.740 -1.790 2.156
C 0.256 -3.012 1.196
Br 1.689 -3.835 0.102
C -0.865 -2.431 0.139
C -0.416 -1.186 -0.789
P 0.930 -1.043 -2.125
N 0.234 -1.565 -3.499
N -1.124 -0.054 -0.580
C -0.939 1.271 -1.230
C 0.323 2.110 -0.628
C -0.136 3.291 0.384
O 1.270 1.281 0.090
C 2.620 1.821 0.051
C 3.610 1.069 -0.950
C 4.182 1.896 -2.170
C 5.173 1.213 -3.179
C 5.651 -0.260 -3.038
C 5.110 -1.084 -1.826
C 4.103 -0.397 -0.828
C -2.202 -0.289 0.453
C -2.481 0.832 1.566
C -4.059 0.728 1.996
C -4.975 1.829 1.284
N -5.072 1.635 -0.221
C -2.225 -1.841 0.835
Br -2.717 -2.419 2.679
C -3.405 -2.556 -0.043
O -4.363 -3.094 0.602
O -3.377 -2.632 -1.412
H 2.365 -1.380 3.633
H 2.772 -2.847 2.609
H 2.848 -1.066 1.887
H 0.491 -0.746 1.762
H 0.150 -1.899 3.163
H -0.215 -3.848 1.849
H -1.061 -3.275 -0.609
H 2.091 -1.842 -1.886
H 1.340 0.308 -2.379
H 0.250 -0.766 -4.171
H -1.869 1.929 -1.043
H -0.772 1.195 -2.361
H 0.830 2.649 -1.520
H 0.002 2.926 1.468
H -1.254 3.550 0.255
H 0.459 4.252 0.229
H 2.565 2.931 -0.256
H 3.039 1.830 1.131
H 3.875 2.999 -2.286
H 5.588 1.805 -4.070
H 6.352 -0.781 -3.769
H 5.416 -2.181 -1.651
H 3.750 -1.047 0.039
H -3.153 -0.195 -0.209
H -2.380 1.851 1.049
H -1.804 0.767 2.490
H -4.402 -0.308 1.623
H -4.145 0.731 3.147
H -6.055 1.651 1.673
H -4.709 2.913 1.533
H -5.421 0.669 -0.405
H -5.875 2.243 -0.492
Ca -0.907 -2.694 3.992
*
```

Calculated values
Orbital gap (eV): 5.2
Energy (Eh): -7375.261121
LUMO energy (eV): -8.232